# 1
38
Properties=species:S:1:pos:R:3:forces:R:3:nbo_charge:R:1 method="wB97M-V/def2-TZVPD" total_energy_ev=-27195.306 lumo_energy_ev=-1.77
F 3.358 1.252 -1.198 -1.513 -1.593 2.161 -0.389
O -2.635 3.835 0.601 0.370 -0.290 -0.330 -0.551
O -2.317 0.916 0.159 -0.317 0.281 0.197 -0.559
O -0.716 -5.475 0.248 3.208 8.623 -0.135 -0.525
O 0.231 -0.996 2.223 0.728 -5.550 -6.340 -0.562
N -0.593 -3.160 1.296 1.309 0.721 -2.207 -0.691
C 2.983 -1.517 -2.229 -2.308 -2.630 1.220 -0.198
C 1.211 -2.015 -0.111 1.000 -1.470 -2.558 -0.140
C -1.218 3.960 0.668 -0.214 0.153 0.220 -0.254
C 3.333 0.490 1.263 0.312 1.070 0.303 -0.675
C 2.266 -0.983 -0.824 -0.720 -3.535 -1.368 0.011
C 2.638 -3.007 -2.896 -2.133 1.143 3.670 -0.195
C 0.293 -1.901 1.243 -0.109 1.964 2.561 0.676
C 1.543 -4.029 -2.174 0.850 3.828 2.063 -0.191
C -0.226 -4.212 0.246 -1.204 -3.841 -0.385 0.657
C -3.058 3.129 -0.569 -0.401 -0.068 0.546 -0.089
C -3.456 1.689 -0.233 0.548 0.062 -0.397 -0.088
C -2.252 0.730 1.568 0.269 0.003 -0.008 -0.270
C 2.560 0.498 -0.183 -0.009 -0.564 -0.228 0.176
C 0.866 -3.501 -0.776 1.870 2.081 -0.857 -0.102
H -2.361 1.676 2.107 -0.097 -0.043 -0.052 0.179
H 4.327 -0.138 1.287 -2.178 1.084 -0.301 0.234
H -4.232 1.666 0.541 0.143 0.092 -0.026 0.179
H -1.579 -2.847 1.151 0.887 -0.602 0.599 0.422
H 3.773 -0.874 -2.833 -1.982 -1.291 1.690 0.263
H 3.648 1.620 1.483 -0.722 -2.418 -0.623 0.237
H -3.032 0.031 1.887 -0.086 0.027 0.125 0.160
H -3.864 1.218 -1.133 -0.032 0.047 -0.008 0.182
H -1.277 0.301 1.815 -0.359 0.185 -0.152 0.217
H -0.875 4.682 -0.079 0.117 -0.046 -0.036 0.168
H -2.283 3.153 -1.345 -0.032 -0.098 0.125 0.176
H 1.534 1.050 -0.072 2.014 -0.989 -0.332 0.214
H 1.236 -5.079 -2.622 0.803 2.533 1.067 0.267
H 3.161 -3.336 -3.902 -1.214 0.830 2.364 0.249
H -3.938 3.654 -0.957 0.030 -0.052 -0.015 0.184
H 2.625 0.186 2.171 1.354 0.404 -2.339 0.262
H -0.719 3.000 0.516 -0.023 -0.007 -0.044 0.175
H -0.954 4.336 1.662 -0.157 -0.043 -0.169 0.192

---

# 2
82
Properties=species:S:1:pos:R:3:forces:R:3:lowdin_charge:R:1 method="wB97M-V/def2-TZVPD" total_energy_ev=-169674.397 total_charge=+2 lumo_energy_ev=-7.17 relative_energy_kcal_mol=17.0
Pt -0.449 0.904 0.813 -0.548 -0.896 -0.047 0.916
Br 2.078 -1.541 -1.871 0.243 0.160 -0.275 0.551
As -2.412 0.808 -0.602 0.156 -0.056 0.044 0.984
Si 4.005 -2.349 -3.025 -0.042 0.024 0.119 0.586
O -0.339 -1.502 0.054 0.002 0.269 -0.122 -0.188
N 1.401 1.083 1.806 0.121 0.033 0.197 -0.408
N -1.237 1.767 2.475 0.172 0.511 0.431 -0.409
C 4.964 -3.241 -1.635 -0.002 -0.051 0.038 -0.627
C 5.032 -2.445 -0.321 -0.007 0.018 -0.025 -0.114
C 6.402 -3.511 -2.118 0.017 0.000 0.013 -0.075
C 5.438 0.083 -2.526 -0.013 -0.028 0.024 -0.100
C -0.087 2.427 3.203 -0.110 -0.183 -0.176 -0.149
C 4.319 -4.592 -1.285 0.009 0.005 -0.004 -0.099
C 2.189 -0.179 1.753 -0.217 0.260 -0.129 -0.064
C 2.179 2.134 1.097 -0.031 -0.056 0.006 -0.050
C -3.229 2.472 -1.136 -0.013 0.010 0.043 -0.251
C -1.798 0.663 3.319 0.064 0.070 -0.140 -0.043
C 5.912 -1.102 -4.666 0.040 -0.012 0.010 -0.074
C 4.385 -4.325 -4.985 0.024 0.006 0.028 -0.074
C 3.806 0.196 -4.367 -0.037 -0.023 -0.004 -0.110
C -2.313 2.783 2.318 0.135 -0.029 -0.111 -0.067
C 3.258 -3.478 -4.359 -0.057 -0.055 -0.123 -0.630
C 1.115 1.506 3.206 0.022 -0.009 -0.099 -0.156
C -1.813 0.026 -2.263 -0.114 0.027 -0.042 -0.257
C 2.178 -4.431 -3.818 0.013 0.021 0.055 -0.108
C 4.803 -0.736 -3.659 -0.006 0.048 -0.058 -0.629
C -3.849 -0.329 -0.004 -0.022 0.020 0.019 -0.246
C 2.592 -2.667 -5.484 0.022 -0.006 0.020 -0.098
H 3.965 -4.894 -5.819 0.013 -0.013 -0.003 0.097
H 3.153 2.252 1.578 0.002 0.025 -0.003 0.114
H 6.927 -4.084 -1.349 0.005 -0.006 -0.004 0.097
H 1.647 3.083 1.113 0.013 -0.001 -0.002 0.090
H 5.638 -3.011 0.392 0.004 0.001 0.002 0.094
H -3.642 3.009 -0.285 0.011 -0.025 -0.031 0.025
H -3.466 -1.341 0.115 -0.001 0.002 0.005 0.041
H -2.683 0.266 2.830 0.007 -0.028 0.009 0.084
H 6.433 -4.100 -3.037 -0.001 0.022 0.005 0.077
H -0.377 -2.277 0.629 -0.028 0.162 0.158 0.080
H 0.132 3.353 2.673 -0.014 -0.001 0.009 0.124
H -0.940 0.558 -2.638 0.005 0.002 0.015 0.040
H -1.566 -1.019 -2.096 -0.006 0.024 -0.021 0.025
H 3.300 -2.063 -6.050 0.024 -0.067 -0.008 0.069
H 4.703 0.364 -1.767 -0.004 -0.015 0.009 0.064
H 0.936 0.613 3.804 -0.027 -0.006 -0.015 0.125
H 2.358 -0.378 0.694 0.161 -0.254 0.156 0.025
H 5.844 1.006 -2.950 0.001 0.003 0.000 0.094
H 6.970 -2.596 -2.283 -0.008 0.019 0.035 0.070
H 5.486 -1.462 -0.428 -0.013 -0.011 -0.003 0.059
H -0.416 2.682 4.212 0.061 -0.033 0.034 0.146
H -2.601 3.140 3.308 0.004 0.040 -0.007 0.116
H -2.483 3.093 -1.629 0.003 0.004 0.005 0.047
H -4.033 2.250 -1.836 0.012 -0.006 -0.008 0.053
H 3.023 0.540 -3.689 -0.009 0.008 0.012 0.045
H 1.876 -5.098 -4.630 -0.016 -0.001 -0.004 0.095
H 3.284 -4.477 -0.954 0.003 0.002 0.002 0.075
H 0.316 -1.737 -0.633 0.029 -0.049 0.013 -0.132
H 4.350 1.076 -4.721 0.002 0.008 0.006 0.093
H 5.203 -3.721 -5.383 -0.030 -0.030 0.011 0.072
H 4.881 -5.044 -0.463 0.006 0.002 0.005 0.095
H 1.803 -2.013 -5.105 0.006 0.009 0.001 0.075
H 2.131 -3.367 -6.186 -0.004 -0.007 -0.005 0.095
H -1.070 -0.132 3.444 0.000 -0.002 0.020 0.089
H 3.328 -0.260 -5.231 0.037 0.073 0.067 0.057
H -3.179 2.323 1.848 0.023 0.014 0.005 0.070
H 5.521 -1.592 -5.558 -0.037 0.024 -0.019 0.071
H 6.261 -0.434 -2.034 0.021 -0.020 -0.033 0.069
H -2.619 0.103 -2.992 0.011 -0.006 -0.011 0.054
H -4.255 0.021 0.944 0.004 0.014 -0.018 0.028
H 6.404 -0.182 -4.993 0.002 0.000 -0.005 0.098
H 3.142 -0.058 2.273 0.002 0.019 -0.011 0.115
H -2.070 1.075 4.292 -0.020 -0.020 0.007 0.117
H 4.338 -5.298 -2.113 0.044 0.008 0.007 0.070
H 1.618 -0.988 2.202 0.023 -0.008 0.013 0.094
H 2.516 -5.052 -2.992 -0.042 0.021 -0.078 0.056
H 1.986 2.012 3.629 -0.016 0.015 0.030 0.148
H -4.644 -0.324 -0.748 0.015 -0.010 -0.015 0.054
H 4.806 -5.044 -4.283 -0.014 -0.011 0.019 0.072
H 2.334 1.825 0.064 -0.010 0.020 -0.007 0.094
H 1.291 -3.884 -3.495 -0.004 0.005 0.006 0.054
H 6.681 -1.746 -4.236 -0.030 0.021 -0.032 0.073
H 4.039 -2.322 0.117 -0.003 0.002 0.003 0.038
H -1.948 3.612 1.716 -0.037 -0.015 -0.018 0.105